Here is a structure of composition C38H38LuN3O5PS at a distorted geometry from the Open Molecules 2025 dataset. Energies are from the ωB97M-V functional and the def2-TZVPD basis.

Each line ends with the Löwdin charge.
Cartesian coordinates (Å):
Lu 11.20821 14.12690 13.55222  1.5992
N 9.45815 12.38809 12.44920  -0.0287
C 8.30877 12.47672 13.38402  -0.1885
C 8.28939 13.65538 14.38764  -0.5302
O 7.37616 13.59387 15.22110  -0.0387
N 9.23784 14.67301 14.25960  -0.1467
C 9.26375 15.66080 15.31714  -0.1577
C 10.74232 16.05922 15.65091  -0.6466
O 11.01433 16.58418 16.70366  0.0239
O 11.63830 15.80716 14.74008  -0.2226
H 9.15166 12.33080 11.47721  0.0853
H 9.96919 11.52017 12.66384  0.0638
H 8.20608 11.56806 14.03380  0.1152
H 7.38837 12.57679 12.80192  0.1078
H 8.76744 15.21846 16.19098  0.1109
H 8.68318 16.53379 14.99160  0.0965
O 11.00842 12.27840 14.67703  -0.3374
N 11.62160 11.99420 15.82935  -0.1869
C 10.93888 11.34526 16.83560  -0.0090
C 11.61982 10.80676 17.90454  -0.0953
C 12.99383 11.08594 18.01827  -0.1039
C 13.59493 11.91159 17.09326  -0.0969
C 12.92711 12.35952 15.89689  -0.7293
S 13.77360 13.05358 14.64333  0.6994
H 9.91775 11.12576 16.63770  0.1196
H 11.06509 10.24798 18.65510  0.0925
H 13.61990 10.60512 18.77854  0.0983
H 14.64551 12.18596 17.14137  0.0906
C 13.07851 9.34871 12.96630  -0.0812
C 13.93835 8.74396 11.87414  -0.2857
C 14.71872 7.63051 12.14791  -0.0726
C 15.41154 6.94566 11.14165  -0.0978
C 15.49745 7.58388 9.88570  -0.1154
C 14.67128 8.66804 9.58215  -0.1057
C 14.02269 9.36965 10.61541  -0.3391
P 13.36284 11.04773 10.52431  1.0891
C 12.89417 11.34100 8.75208  -0.2873
C 11.84151 10.46102 8.40009  -0.1502
C 11.14482 10.61234 7.22294  -0.1087
C 11.67675 11.51684 6.27126  -0.1164
C 12.87355 12.13161 6.49710  -0.0804
C 13.52917 12.13650 7.75620  -0.2088
C 14.79798 12.94444 7.89630  -0.0472
C 14.87486 11.98170 10.78083  -0.3661
C 16.17434 11.55988 10.42182  -0.1381
C 17.28012 12.35254 10.81648  -0.1529
C 17.07442 13.53974 11.57493  -0.1349
C 15.79543 13.96312 11.79554  -0.1102
C 14.62187 13.30713 11.32225  -0.4134
C 13.38104 13.92157 11.36005  -0.1398
H 13.42132 10.35774 13.11639  0.0332
H 13.23204 8.75755 13.85922  0.0622
H 11.99222 9.35244 12.70680  0.0874
H 14.55369 7.23326 13.15586  0.0998
H 15.77605 5.94446 11.35402  0.0854
H 16.13422 7.14109 9.08899  0.0950
H 14.51241 8.91786 8.49852  0.1200
H 11.59471 9.66232 9.13684  0.1019
H 10.17581 10.08954 7.07373  0.0995
H 11.16410 11.62170 5.34369  0.0780
H 13.36094 12.69626 5.72767  0.0907
H 14.90746 13.51548 7.00259  0.0497
H 15.71466 12.36861 8.03106  0.0713
H 14.83466 13.69682 8.68760  0.0839
H 16.31133 10.67384 9.78936  0.0877
H 18.27917 12.03799 10.50740  0.0599
H 17.90800 14.13900 11.89402  0.0769
H 15.69120 14.92088 12.32444  0.1059
H 12.57290 13.52936 10.80555  -0.0145
H 13.26118 14.90346 11.76099  0.0240
C 10.68385 15.75318 9.32267  -0.0618
C 10.24464 15.61752 10.71755  -0.4355
O 10.95321 14.97170 11.56581  -0.2825
C 9.01502 16.33726 11.06714  -0.1959
C 8.92543 16.93301 12.29955  -0.0473
C 7.82356 17.73060 12.66224  -0.1033
C 6.86034 17.98656 11.72456  -0.1566
C 7.01090 17.53110 10.40963  -0.1228
C 8.05666 16.66366 10.09858  -0.0795
H 11.66022 16.33744 9.24633  0.0985
H 9.93132 16.24846 8.70840  0.0396
H 10.89195 14.73931 8.83912  0.0923
H 9.69438 16.76420 13.05962  0.0892
H 7.79654 18.22543 13.61142  0.0868
H 6.02469 18.58475 12.05335  0.0747
H 6.36432 17.88500 9.59213  0.0875
H 8.02043 16.23656 9.08955  0.0971

Properties
LUMO (alpha / beta) = 4.273 / 4.272 eV
orbital gap (alpha / beta) = 4.3 / 4.9 eV
M = 854.7 g mol⁻¹
spin multiplicity = 2
total charge = -2
energy above the lowest of the compared OMol25 structures with the same formula, charge and spin = 115.6 kJ/mol